No. 1
62
Properties=species:S:1:pos:R:3:mulliken_spin:R:1 method="wB97M-V/def2-TZVPD" de_lowest_kcal_mol=0.0 total_charge=+1 molar_mass_g_mol=557.70 lumo_energy_ev="-3.46 / -3.25" homo_lumo_gap_ev="5.11 / 6.90" spin_multiplicity=5 largest_force_ha_per_bohr=0.02222 s_squared=6.245
Cr -0.353 -1.735 0.271 3.378
N 3.634 -1.814 1.178 0.005
C 3.904 -1.884 -0.168 -0.001
C 2.697 -1.932 -0.793 0.012
N 1.701 -1.897 0.144 -0.048
C 2.299 -1.840 1.334 0.080
C 1.436 -1.835 2.477 0.035
N 0.131 -1.807 2.220 -0.096
C -0.509 -1.889 3.426 0.028
C 0.417 -1.949 4.419 -0.001
N 1.644 -1.915 3.803 0.009
H 4.319 -1.750 1.912 -0.001
H 4.906 -1.891 -0.558 0.000
H 2.486 -1.999 -1.846 -0.011
H -1.583 -1.887 3.499 -0.002
H 0.315 -2.013 5.487 0.000
H 2.531 -1.962 4.276 -0.001
C 1.488 2.227 -4.085 -0.012
C 0.168 2.485 -3.751 0.001
C -0.356 2.016 -2.554 -0.018
C 0.425 1.275 -1.665 0.008
C 1.753 1.022 -2.025 -0.013
C 2.283 1.493 -3.216 0.012
Si -0.285 0.700 -0.003 -0.251
C 0.796 1.411 1.394 -0.008
C 2.054 1.970 1.159 -0.012
C 2.854 2.409 2.208 0.007
C 2.408 2.307 3.517 -0.014
C 1.146 1.784 3.769 0.013
C 0.354 1.346 2.720 -0.016
C -2.038 1.388 0.129 -0.007
C -3.029 0.959 -0.757 -0.008
C -4.310 1.484 -0.706 -0.001
C -4.624 2.450 0.241 -0.010
C -3.654 2.892 1.126 0.005
C -2.370 2.365 1.069 -0.021
H 1.900 2.601 -5.014 -0.001
H -0.459 3.060 -4.420 0.000
H -1.387 2.236 -2.305 -0.004
H 2.390 0.463 -1.352 -0.006
H 3.320 1.296 -3.462 0.000
H 2.412 2.081 0.144 -0.003
H 3.820 2.851 1.997 0.000
H 3.024 2.659 4.335 -0.001
H 0.774 1.731 4.786 0.001
H -0.641 0.971 2.931 -0.004
H -2.788 0.211 -1.506 0.004
H -5.066 1.139 -1.400 -0.001
H -5.624 2.863 0.279 -0.001
H -3.891 3.653 1.858 0.000
H -1.615 2.729 1.756 -0.002
S -2.725 -2.310 0.375 -0.037
C -2.237 -2.644 -1.226 0.038
N -3.013 -3.302 -2.104 0.109
C -2.564 -3.590 -3.403 0.443
C -1.337 -3.099 -3.777 -0.142
C -0.574 -2.393 -2.866 0.478
N -1.023 -2.204 -1.558 0.039
H -3.916 -3.611 -1.786 -0.009
H -3.215 -4.175 -4.030 0.017
H -0.971 -3.263 -4.779 -0.008
H 0.370 -1.938 -3.124 0.045

=====

No. 2
60
Properties=species:S:1:pos:R:3:mulliken_charge:R:1 method="wB97M-V/def2-TZVPD" de_lowest_kcal_mol=0.0 molar_mass_g_mol=483.50 lumo_energy_ev=-0.84 homo_lumo_gap_ev=7.60 largest_force_ha_per_bohr=0.07856
F 3.457 4.426 1.983 -0.334
C 2.800 4.508 0.767 0.515
C 3.480 5.109 -0.291 -0.960
C 2.789 5.147 -1.497 0.287
F 3.449 5.630 -2.614 -0.356
C 1.509 4.623 -1.664 -0.431
C 0.921 3.889 -0.620 0.409
C -0.330 3.168 -0.889 0.525
C -1.116 2.716 0.248 -0.089
C -2.443 2.329 0.163 -0.268
C -3.271 1.891 1.251 0.837
C -4.609 1.518 0.962 -0.955
C -5.457 1.148 2.008 0.537
F -6.761 0.778 1.750 -0.315
C -5.033 1.101 3.333 -0.789
C -3.712 1.451 3.586 0.433
F -3.233 1.399 4.877 -0.315
C -2.817 1.840 2.587 -0.869
C 1.540 3.932 0.645 -1.183
H 4.487 5.511 -0.175 0.487
H 0.976 4.720 -2.602 0.617
H -0.938 3.658 -1.683 0.527
H -0.668 2.757 1.244 -0.127
H -2.917 2.331 -0.830 -0.002
H -4.980 1.560 -0.053 0.449
H -5.674 0.753 4.155 0.437
H -1.800 2.164 2.770 0.529
H 1.091 3.456 1.504 0.445
C 3.135 2.612 -4.378 -1.019
C 2.520 1.233 -4.043 -0.605
N 2.209 1.039 -2.615 0.456
C 3.225 0.175 -1.889 -0.762
C 3.028 -1.316 -2.057 -1.068
C 0.983 1.159 -1.999 -0.582
C -0.012 2.187 -2.518 1.040
C -1.236 1.449 -2.981 0.144
C -1.997 2.076 -4.164 0.217
C -1.391 2.306 -5.416 0.095
C -2.133 2.784 -6.512 -0.716
C -3.498 3.054 -6.381 -0.411
C -4.099 2.817 -5.138 -0.638
C -3.373 2.314 -4.062 -0.467
O -1.664 0.420 -2.428 -0.542
O 0.766 0.471 -0.984 -0.646
H 3.581 2.602 -5.376 0.473
H 2.375 3.404 -4.349 0.155
H 3.919 2.872 -3.664 0.250
H 1.634 1.063 -4.671 0.249
H 3.251 0.447 -4.257 0.508
H 4.184 0.456 -2.336 0.526
H 3.173 0.449 -0.829 0.382
H 3.743 -1.860 -1.424 0.383
H 2.020 -1.603 -1.766 0.285
H 3.256 -1.560 -3.101 0.287
H 0.396 2.736 -3.424 0.192
H -0.323 2.055 -5.490 0.233
H -1.623 2.941 -7.480 0.363
H -4.083 3.435 -7.226 0.372
H -5.160 3.017 -4.993 0.369
H -3.871 2.090 -3.118 0.439

=====

No. 3
68
Properties=species:S:1:pos:R:3:mulliken_spin:R:1 method="wB97M-V/def2-TZVPD" de_lowest_kcal_mol=12.5 total_charge=+1 molar_mass_g_mol=674.51 lumo_energy_ev="-4.58 / -3.78" homo_lumo_gap_ev="6.91 / 7.77" spin_multiplicity=2 largest_force_ha_per_bohr=0.01748 s_squared=0.779
V -0.324 0.335 -0.028 1.141
O -0.725 -2.377 2.163 -0.005
C 0.096 -1.859 1.467 0.001
O -0.175 -1.486 0.190 0.000
C 1.516 -1.496 1.863 0.002
P 1.966 0.031 0.928 -0.033
C 3.320 -0.448 -0.164 -0.005
C 4.466 0.336 -0.265 -0.005
C 5.464 -0.019 -1.162 0.001
C 5.320 -1.148 -1.953 -0.003
C 4.173 -1.928 -1.856 0.000
C 3.170 -1.577 -0.971 0.004
C 2.623 1.242 2.087 -0.021
C 2.410 2.595 1.828 -0.002
C 2.951 3.556 2.668 0.001
C 3.702 3.167 3.767 0.000
C 3.921 1.821 4.025 0.000
C 3.388 0.856 3.185 0.000
H 2.184 -2.301 1.549 0.000
H 1.593 -1.378 2.941 -0.001
H 4.584 1.215 0.356 -0.001
H 6.356 0.588 -1.237 0.000
H 6.101 -1.423 -2.649 0.000
H 4.060 -2.806 -2.477 0.000
H 2.263 -2.170 -0.920 0.001
H 1.815 2.896 0.973 0.004
H 2.780 4.605 2.467 0.000
H 4.118 3.916 4.428 0.000
H 4.508 1.521 4.882 0.000
H 3.579 -0.192 3.386 0.000
F -2.134 -0.890 -6.651 -0.001
C -1.489 -0.479 -5.572 -0.007
C -1.890 -0.907 -4.318 0.002
F -2.922 -1.736 -4.186 0.000
C -1.200 -0.474 -3.204 -0.003
F -1.571 -0.948 -2.002 0.004
C -0.121 0.390 -3.282 0.012
S 0.812 0.930 -1.889 -0.085
C 0.265 0.800 -4.556 -0.002
F 1.299 1.624 -4.696 0.000
C -0.403 0.375 -5.689 0.002
F -0.011 0.781 -6.887 0.000
O -0.385 2.277 3.770 0.006
C -0.417 1.672 2.775 0.022
N -0.472 1.034 1.756 -0.009
C -5.572 -0.849 -0.227 0.000
C -4.517 -1.196 0.801 -0.001
N -3.319 -0.402 0.546 0.006
C -3.271 0.734 -0.172 0.009
N -2.080 1.292 -0.417 -0.065
C -2.093 2.688 -0.854 0.016
C -3.085 2.832 -1.995 -0.001
C -4.459 2.458 -1.479 0.000
N -4.415 1.259 -0.638 0.002
C -5.703 0.661 -0.282 0.000
H -6.523 -1.304 0.046 0.000
H -5.285 -1.225 -1.211 0.000
H -4.245 -2.249 0.758 0.000
H -4.888 -0.984 1.806 0.001
H -2.481 -0.684 1.031 0.009
H -1.090 2.966 -1.169 0.002
H -2.373 3.340 -0.019 -0.003
H -2.788 2.163 -2.806 0.000
H -3.102 3.848 -2.386 0.000
H -5.141 2.260 -2.307 0.000
H -4.882 3.278 -0.892 0.000
H -6.421 0.963 -1.042 0.000
H -6.049 1.056 0.678 0.000

=====

No. 4
60
Properties=species:S:1:pos:R:3:mulliken_charge:R:1 method="wB97M-V/def2-TZVPD" de_lowest_kcal_mol=5.4 total_charge=+2 molar_mass_g_mol=678.69 lumo_energy_ev=-8.03 homo_lumo_gap_ev=5.49 largest_force_ha_per_bohr=0.02044
Ta -0.417 -0.393 0.284 1.143
C 1.098 3.056 -2.291 -0.719
C 0.454 2.306 -1.170 1.540
N 0.316 0.981 -1.233 0.154
N 0.701 0.478 -2.496 -0.621
C 0.917 -0.775 -2.548 0.551
S 0.794 -1.827 -1.105 -0.440
S 1.371 -1.619 -3.982 -0.040
C 1.149 -0.330 -5.233 -0.950
C 2.128 0.824 -5.203 0.420
C 3.331 0.793 -4.511 -0.071
C 4.187 1.887 -4.540 -0.691
C 3.849 3.021 -5.265 -0.504
C 2.652 3.054 -5.966 -0.582
C 1.796 1.963 -5.933 -0.448
C -0.022 3.115 -0.050 -0.110
C 0.131 4.515 -0.052 -0.721
C -0.449 5.293 0.927 -1.010
C -1.217 4.711 1.930 -0.522
C -1.379 3.336 1.984 -0.559
C -0.758 2.580 1.013 0.869
O -0.861 1.222 1.068 -0.529
H 1.456 2.428 -3.092 -0.455
H 0.382 3.779 -2.686 0.481
H 1.937 3.623 -1.882 0.464
H 1.208 -0.881 -6.174 0.494
H 0.126 0.034 -5.135 0.390
H 3.616 -0.088 -3.950 0.438
H 5.127 1.845 -4.005 0.418
H 4.523 3.867 -5.297 0.429
H 2.386 3.928 -6.547 0.419
H 0.864 1.996 -6.487 0.409
H 0.698 5.001 -0.830 0.412
H -0.316 6.365 0.907 0.428
H -1.688 5.335 2.678 0.438
H -1.954 2.859 2.765 0.517
C 1.692 1.213 6.160 -0.433
C 0.483 1.273 5.474 -0.819
C 0.367 0.670 4.235 0.262
C 1.460 0.008 3.664 0.660
C 2.671 -0.044 4.364 -0.587
C 2.783 0.558 5.609 -0.634
Si 1.397 -0.933 2.102 0.322
C 0.178 -2.364 1.889 0.153
C -1.204 -2.041 1.971 0.187
C -2.205 -2.996 1.766 -0.757
C -1.832 -4.308 1.504 -0.511
C -0.487 -4.657 1.462 -0.605
C 0.506 -3.703 1.639 -0.562
H 1.780 1.680 7.132 0.410
H -0.363 1.784 5.913 0.422
H -0.585 0.720 3.716 0.100
H 3.535 -0.542 3.940 0.347
H 3.721 0.515 6.145 0.414
H 2.712 -1.053 1.462 -0.082
H -1.519 -1.070 2.371 0.454
H -3.249 -2.725 1.852 0.491
H -2.590 -5.066 1.358 0.450
H -0.210 -5.686 1.276 0.429
H 1.545 -4.000 1.563 0.449